63
Properties=species:S:1:pos:R:3:mulliken_charge:R:1 method="wB97M-V/def2-TZVPD" total_charge=-1 relative_energy_kcal_mol=35.5 e_homo_ev="-4.57 / -4.74" gap_ev="5.91 / 6.09" max_force_ev_per_a=0.78
Pt 0.0624 -0.3619 -1.1308 1.2945
Cl 6.5396 -2.5780 -2.0112 -0.2447
C 4.8009 -2.5500 -1.9582 0.1178
C 4.1754 -1.3450 -1.6689 -0.9234
C 2.7888 -1.2799 -1.6183 -0.1773
N 2.0401 -0.0982 -1.4650 0.0441
C 2.6192 1.1120 -1.2811 -0.0138
O 3.7511 1.3213 -0.8599 -0.7079
C 1.8236 2.3059 -1.7694 0.5672
C 2.0865 3.5537 -1.2145 -0.5178
C 1.3817 4.6439 -1.6879 -0.4722
C 0.4634 4.4542 -2.7107 -0.4461
C 0.3031 3.1756 -3.2227 -0.3979
N 0.9684 2.1215 -2.7684 -0.3246
C 2.0305 -2.4448 -1.8521 0.6865
C 2.6707 -3.6440 -2.1353 -0.8971
C 4.0571 -3.6900 -2.1892 0.0986
Cl 4.8191 -5.2133 -2.5413 -0.2464
N 0.6427 -2.2403 -1.8187 -0.1801
C -0.2455 -3.2509 -1.9164 0.4722
O -0.0040 -4.4500 -2.0337 -0.7780
C -1.6975 -2.8196 -1.9128 0.2630
C -2.7052 -3.7658 -1.7689 -0.5534
C -4.0167 -3.3358 -1.8258 -0.3400
C -4.2809 -1.9843 -2.0274 -0.6047
C -3.2147 -1.1119 -2.1359 -0.3609
N -1.9543 -1.5284 -2.0822 -0.1902
H 4.7701 -0.4705 -1.4722 0.6635
H 2.8213 3.6307 -0.4264 0.5090
H 1.5406 5.6283 -1.2651 0.4024
H -0.1131 5.2778 -3.1105 0.3917
H -0.3980 2.9856 -4.0286 0.3943
H 2.0944 -4.5371 -2.3004 0.6924
H -2.4248 -4.7982 -1.6195 0.4483
H -4.8302 -4.0402 -1.7066 0.4148
H -5.2945 -1.6107 -2.0811 0.3964
H -3.3517 -0.0403 -2.2331 0.4758
S -1.2455 1.2187 -0.4833 -0.5528
C -3.0027 -1.1278 2.0033 -1.0422
C -2.5890 -0.0166 2.9477 0.3691
C -3.4551 1.2189 2.8023 -1.3572
O -1.2397 0.4457 2.7330 0.0028
P 0.0300 -0.5073 2.6837 0.2971
S 0.0018 -1.9350 3.9856 -0.4456
S 0.3046 -1.4525 0.8758 -0.3108
O 1.2190 0.5108 2.9000 -0.3694
C 1.2806 1.9145 3.2252 0.5671
C 0.7252 2.1563 4.6171 -1.2878
C 0.6454 2.7847 2.1644 -0.6404
H -4.0427 -1.3855 2.2142 0.4824
H -2.3920 -2.0198 2.1364 0.3213
H -2.9242 -0.7983 0.9660 0.0638
H -2.6253 -0.3830 3.9786 0.2730
H -3.4056 1.5932 1.7775 0.2163
H -3.1171 2.0077 3.4753 0.3266
H -4.4897 0.9723 3.0446 0.4571
H 2.3569 2.0982 3.2360 0.3903
H -0.3445 1.9507 4.6418 0.1344
H 0.8874 3.1990 4.8970 0.4520
H 1.2216 1.5151 5.3451 0.3329
H -0.4419 2.7297 2.1948 0.0317
H 0.9629 2.4686 1.1730 -0.1909
H 0.9595 3.8202 2.3152 0.5229